The following is a DFT calculation (the ωB97M-V functional and the def2-TZVPD basis) of one molecule with the formula C5H5FN2 at a distorted geometry.

Properties
Energy relative to the best compared isomer or geometry (same formula, charge and spin) in eV: 0.3088
Total charge: 0
Gap between HOMO and LUMO in eV: 8.59
Energy in eV: -10962.8186
LUMO level in Eh: 0.00436

```
13
C5H5FN2 (the ωB97M-V functional and the def2-TZVPD basis)
H 2.59260 1.10858 -0.00184
N 1.71600 1.61446 0.00423
C 0.74642 0.76516 -0.00586
N -0.59428 1.09677 -0.00157
C -1.41175 -0.03740 0.00010
C -2.75862 -0.05150 -0.00037
C -0.50376 -1.19974 -0.00152
C 0.74380 -0.70994 0.00481
F 1.89244 -1.36705 -0.00271
H -0.90629 2.04379 0.00252
H -3.29285 -1.01813 -0.01369
H -3.36272 0.83035 0.00986
H -0.81141 -2.23923 0.02594
```

Okay, here come the Mulliken numbers, in e, for every atom:
1 H 0.244
2 N -0.763
3 C 0.205
4 N -0.097
5 C 0.555
6 C -1.004
7 C -0.635
8 C 0.703
9 F -0.296
10 H 0.177
11 H 0.231
12 H 0.293
13 H 0.387